No. 1
Formula: H4S4
Source: the OMol25 dataset
Level of theory: ωB97M-V/def2-TZVPD

Positions of all 8 atoms, in Å:
S  0.63705  -2.45048  -1.63956
S  -0.69462  -0.79201  -1.58830
H  1.30088  -2.27214  -0.49065
H  -1.73704  -1.45340  -1.03559
S  -0.07243  0.89210  2.28785
S  0.22670  2.42164  0.93857
H  -0.00427  -0.24508  1.57165
H  -1.01341  2.49167  0.45639

Computed properties:
frontier orbital gap (spin up / spin down) = 2.793 / 7.415 eV
charge = -1
2S+1 = 2



No. 2
Formula: C12H13NO
Source: the OMol25 dataset
Level of theory: ωB97M-V/def2-TZVPD

Positions of all 27 atoms, in Å:
C  3.72484  -1.02999  0.09427
C  3.74442  0.25127  -0.30416
C  2.32506  0.76883  -0.40735
C  1.72416  1.98214  -0.35723
C  0.35555  2.09776  0.11487
C  -0.39245  0.94026  0.09887
C  0.12798  -0.30759  0.06138
C  1.52726  -0.43225  -0.26468
O  2.37241  -1.48572  0.01298
C  -0.61526  -1.58950  0.55358
C  -1.76975  -1.70846  -0.38608
N  -2.19646  -0.50784  -1.04224
C  -2.81439  0.68655  -0.32783
C  -1.73520  0.83407  0.94999
H  4.66712  -1.56564  0.37157
H  4.61115  0.76927  -0.32432
H  2.12110  2.91903  -0.63120
H  -0.09299  3.13210  0.14633
H  -0.78951  -1.62257  1.60484
H  0.17789  -2.38361  0.46575
H  -2.46390  -2.29800  0.20753
H  -1.41864  -2.36343  -1.10145
H  -2.70222  -0.88501  -1.92703
H  -3.89351  0.64619  0.12209
H  -2.79649  1.54781  -1.00189
H  -1.95527  1.81368  1.62278
H  -1.84290  -0.20934  1.64864

Computed properties:
frontier orbital gap = 9.103 eV
2S+1 = 1
SMILES = c1cc2ccc3c(c2o1)CCNCC3



| no. | strongest force on any atom (eV Å⁻¹) |
| --- | --- |
| 1 | 2.972 |
| 2 | 5.536 |